No. 1
{
  "formula": "CH4I2NOPS",
  "method": "wB97M-V/def2-TZVPD",
  "orbital_gap_ha": [0.26847, 0.26849],
  "charge": 0,
  "homo_energy_ev": [-9.389, -9.389],
  "species": ["C", "N", "O", "P", "S", "I", "I", "H", "H", "H", "H"],
  "coordinates": [[-0.185322, 0.086017, -0.173086], [0.632141, -1.168697, -0.395487], [0.026755, -1.175452, -2.824310], [0.384755, -2.042968, -1.743855], [2.171037, -3.239308, -2.030080], [-1.574650, -4.120576, -0.657823], [3.454190, -1.290595, -2.348210], [-0.280685, 0.692947, -1.113305], [-1.181646, -0.479719, 0.209596], [0.328301, 0.701743, 0.610891], [0.685809, -1.611199, 0.522391]],
  "forces_ev_per_angstrom": [[-1.3321, -1.7564, 0.4093], [0.0479, 1.0333, 1.1423], [-1.1021, 0.7216, -2.0465], [0.6268, -2.3669, 2.3315], [-1.3620, 0.2946, 0.3390], [1.4425, 1.4295, -0.9008], [0.5779, 0.1675, -0.1861], [-0.1719, -0.9074, 0.9791], [1.6245, 2.5840, -0.7788], [-0.6673, -0.7206, -0.6095], [0.3158, -0.4792, -0.6795]]
}

No. 2
{
  "formula": "C55H99BrN4O7",
  "method": "wB97M-V/def2-TZVPD",
  "orbital_gap_ha": [0.32281, 0.33418],
  "spin_multiplicity": 5,
  "charge": 0,
  "homo_energy_ev": [-8.207, -8.926],
  "species": ["C", "C", "C", "O", "O", "C", "C", "C", "C", "O", "C", "C", "C", "C", "C", "Br", "C", "C", "C", "C", "C", "C", "C", "H", "H", "H", "H", "H", "H", "H", "H", "H", "H", "H", "H", "H", "H", "H", "H", "H", "H", "H", "H", "H", "H", "H", "H", "H", "H", "H", "C", "C", "C", "C", "C", "C", "N", "O", "C", "C", "C", "H", "H", "H", "H", "H", "H", "H", "H", "H", "H", "H", "H", "H", "H", "H", "H", "H", "H", "C", "C", "C", "C", "C", "C", "N", "O", "C", "C", "C", "H", "H", "H", "H", "H", "H", "H", "H", "H", "H", "H", "H", "H", "H", "H", "H", "H", "H", "C", "C", "C", "C", "C", "C", "N", "O", "C", "C", "C", "H", "H", "H", "H", "H", "H", "H", "H", "H", "H", "H", "H", "H", "H", "H", "H", "H", "H", "C", "C", "C", "C", "C", "C", "N", "O", "C", "C", "C", "H", "H", "H", "H", "H", "H", "H", "H", "H", "H", "H", "H", "H", "H", "H", "H", "H", "H"],
  "coordinates": [[2.288305, -8.770536, 2.642186], [3.035102, -7.792309, 1.734815], [4.496909, -8.088490, 1.598482], [4.927885, -9.190797, 1.643819], [5.313773, -7.022896, 1.403651], [6.083130, -7.056824, 0.195312], [5.786089, -5.878866, -0.725386], [4.303268, -5.670874, -0.974906], [3.730388, -5.960680, -2.352621], [2.390999, -5.441490, -2.257125], [2.276574, -4.622550, -1.095834], [3.700235, -4.248521, -0.758411], [3.962559, -3.857515, 0.709910], [2.945939, -2.868752, 1.338598], [2.499013, -3.323489, 2.723390], [3.746825, -2.723380, 4.090273], [4.315186, -3.185542, -1.709019], [3.328111, -2.138030, -2.152262], [2.495963, -2.342421, -3.253598], [1.547701, -1.388253, -3.628179], [1.411423, -0.207295, -2.904867], [2.252185, 0.016264, -1.817538], [3.198391, -0.938230, -1.448422], [2.859109, -9.665544, 2.841176], [1.357323, -9.048428, 2.159797], [1.995857, -8.269371, 3.557703], [2.895771, -6.754512, 2.022678], [2.629953, -7.865992, 0.725942], [5.999882, -8.009249, -0.317177], [7.126039, -6.970872, 0.492152], [6.257904, -6.139361, -1.673224], [6.266756, -4.981676, -0.353545], [3.684784, -6.284482, -0.330743], [3.593297, -7.023318, -2.544519], [4.273826, -5.519433, -3.183986], [1.575305, -3.805868, -1.229037], [1.861607, -5.205276, -0.263532], [3.992410, -4.757766, 1.320610], [4.947336, -3.412170, 0.796049], [2.060284, -2.756579, 0.721287], [3.439333, -1.914628, 1.477438], [2.412484, -4.400028, 2.793643], [1.540630, -2.879760, 2.963353], [4.724921, -3.652514, -2.600887], [5.121122, -2.670209, -1.199002], [2.542890, -3.256912, -3.828170], [0.892285, -1.564924, -4.465559], [0.679400, 0.548231, -3.144476], [2.172112, 0.912818, -1.222691], [3.844108, -0.780988, -0.598266], [0.214117, 6.189663, -2.342209], [0.274855, 5.085458, -3.420276], [0.581647, 5.681337, -4.796596], [-0.604757, 6.415292, -5.419272], [-1.819599, 5.490397, -5.484374], [-2.189182, 4.898157, -4.124725], [-0.993010, 4.296921, -3.454119], [-0.757512, 3.128838, -3.959385], [-2.833346, 5.998071, -3.254581], [-3.269969, 3.837575, -4.291272], [1.442002, 4.196589, -3.002416], [0.948625, 6.966965, -2.555806], [-0.748697, 6.680595, -2.250156], [0.442533, 5.776718, -1.358591], [0.887175, 4.878524, -5.475161], [1.438005, 6.352455, -4.712519], [-0.829793, 7.323980, -4.853785], [-0.341561, 6.737539, -6.428540], [-2.683301, 6.029898, -5.879420], [-1.610516, 4.679940, -6.189785], [-2.890379, 5.687445, -2.209951], [-3.850232, 6.187627, -3.596924], [-2.317742, 6.955336, -3.308351], [-2.980605, 3.050393, -4.985387], [-4.177529, 4.295110, -4.683952], [-3.517802, 3.375745, -3.333222], [1.228905, 3.689526, -2.059875], [2.325905, 4.819050, -2.859466], [1.681301, 3.440501, -3.748169], [5.968199, -5.064809, 10.093520], [6.802595, -3.765937, 10.133662], [6.142251, -2.722084, 11.037868], [4.906877, -2.074494, 10.416513], [5.255895, -1.475786, 9.055336], [5.883760, -2.492712, 8.101778], [7.017854, -3.218721, 8.759800], [8.079808, -2.481530, 8.742922], [4.791546, -3.464197, 7.609037], [6.390852, -1.784112, 6.850788], [8.132935, -4.173031, 10.757245], [5.513476, -5.251634, 11.067168], [5.166028, -5.065547, 9.363926], [6.601768, -5.918904, 9.852240], [6.868334, -1.935410, 11.266744], [5.884110, -3.186191, 11.991316], [4.096860, -2.804165, 10.330391], [4.541645, -1.284859, 11.076166], [4.360928, -1.060375, 8.586949], [5.946383, -0.639160, 9.202366], [5.230642, -4.337440, 7.124693], [4.161337, -2.966483, 6.873059], [4.119739, -3.801443, 8.396548], [7.091581, -0.984412, 7.082820], [5.547455, -1.337460, 6.324487], [6.881301, -2.485930, 6.174391], [8.676756, -4.858578, 10.106709], [7.938022, -4.683932, 11.700904], [8.775696, -3.319576, 10.963793], [-9.239667, 5.691296, -6.746762], [-8.040677, 4.752593, -6.489796], [-7.946709, 3.678223, -7.576084], [-9.006007, 2.587295, -7.445426], [-8.945644, 1.962568, -6.053514], [-9.074702, 2.993292, -4.931576], [-8.120157, 4.132284, -5.130857], [-6.938285, 3.785133, -4.740912], [-10.536881, 3.481103, -4.859293], [-8.798533, 2.329917, -3.586901], [-6.811219, 5.649042, -6.591403], [-9.376279, 5.844450, -7.817793], [-10.185969, 5.335596, -6.354869], [-9.066996, 6.666420, -6.290162], [-6.958442, 3.209114, -7.531946], [-8.015577, 4.153510, -8.555953], [-9.999746, 2.993911, -7.653370], [-8.825586, 1.815779, -8.196218], [-9.737714, 1.219194, -5.940898], [-7.998176, 1.425111, -5.946822], [-10.620833, 4.377311, -4.243280], [-11.159362, 2.710623, -4.405679], [-10.978112, 3.682232, -5.833458], [-7.826223, 1.842131, -3.558164], [-9.553125, 1.566870, -3.400832], [-8.842560, 3.057263, -2.774832], [-6.794489, 6.384086, -5.785634], [-6.844054, 6.186640, -7.539533], [-5.880014, 5.085563, -6.557764], [-0.974702, 2.241367, -0.619837], [-1.885056, 1.200140, 0.059179], [-3.342005, 1.392148, -0.367396], [-4.010846, 2.599033, 0.285368], [-3.892857, 2.506578, 1.805740], [-2.447509, 2.351422, 2.282127], [-1.752234, 1.246130, 1.547509], [-2.083834, 0.104472, 2.056305], [-1.713881, 3.698524, 2.111329], [-2.423929, 2.060672, 3.778496], [-1.393257, -0.131732, -0.488125], [-1.329509, 2.455699, -1.626891], [-0.903456, 3.194167, -0.103987], [0.046856, 1.865884, -0.701620], [-3.913277, 0.494772, -0.107926], [-3.387517, 1.479986, -1.454446], [-3.568920, 3.527504, -0.088920], [-5.065573, 2.624979, 0.004229], [-4.323077, 3.396645, 2.270587], [-4.485331, 1.655849, 2.156874], [-0.634952, 3.571822, 2.210254], [-2.036318, 4.394058, 2.885885], [-1.923891, 4.191378, 1.163842], [-3.014836, 1.184932, 4.038933], [-2.842612, 2.910317, 4.316645], [-1.403358, 1.903865, 4.131035], [-0.376631, -0.338564, -0.150241], [-1.378773, -0.084618, -1.577294], [-2.023833, -0.972425, -0.202060]],
  "forces_ev_per_angstrom": [[-0.4468, 0.5264, -0.2596], [-0.1065, 0.1749, 0.1876], [-0.1103, 0.3879, 0.2874], [0.5467, -1.3977, -0.1675], [-0.7089, 0.6155, -0.5995], [1.1409, 0.3878, 0.2402], [-0.4479, -0.5250, -0.2661], [-0.3082, 0.7732, -0.8127], [-0.7869, -0.6680, 0.4839], [-0.1766, 0.3398, -0.4474], [-0.0199, -0.1317, 0.4162], [1.0468, -0.0491, 0.9560], [-0.8247, 0.3835, -0.0102], [0.6020, -0.7178, 0.3780], [-0.3233, 0.4237, -0.3855], [0.0337, -0.2009, 0.0041], [-0.5589, 0.0550, -0.1823], [-0.2391, 0.3917, -0.1867], [-0.3271, 0.3733, -0.1271], [0.1392, 0.1428, 0.3945], [0.4560, -0.0439, 0.3926], [0.1980, -0.4580, 0.0592], [-0.2201, -0.2276, -0.3729], [0.1614, -0.1178, 0.0740], [-0.1314, -0.2278, -0.0314], [0.1762, -0.1078, 0.3429], [-0.0162, 0.1259, 0.1284], [0.0702, -0.0036, -0.2210], [-0.4035, -0.2165, 0.0606], [0.1593, -0.1401, 0.0581], [0.2719, 0.1589, -0.0909], [0.0149, 0.1949, 0.1233], [0.3148, -0.2643, 0.4425], [0.3315, -0.1863, -0.1069], [0.0923, 0.1874, -0.1228], [0.0648, 0.1624, -0.5631], [0.0038, -0.1676, 0.0878], [-0.0494, -0.1867, 0.0314], [0.2901, -0.0887, -0.0591], [-0.0925, 0.1463, -0.1425], [-0.2897, 0.4070, -0.2843], [0.0831, -0.1709, 0.1288], [-0.0541, 0.0802, 0.2616], [0.1341, -0.0755, -0.0453], [0.3064, -0.0919, 0.0921], [0.1518, -0.1502, 0.0616], [-0.0204, -0.1202, -0.1730], [-0.1603, 0.0091, -0.2487], [-0.0678, 0.2042, -0.0317], [0.0703, 0.1942, 0.1415], [-0.2999, 0.1089, 0.0596], [0.5917, 0.9049, 1.0545], [-0.3008, 0.0117, -0.4405], [0.0432, -0.1223, 0.0420], [0.3845, 0.0482, -0.2039], [-1.1643, 0.8338, 0.5936], [0.6300, -0.5810, -1.8976], [-0.1714, -0.2420, 0.6128], [0.1289, 0.1336, 0.0907], [0.0714, -0.4335, -0.1676], [-0.0141, -0.4303, -0.1468], [0.0892, -0.0778, -0.0145], [0.0384, -0.0063, -0.1036], [0.0068, -0.0718, -0.0228], [-0.0711, -0.0963, 0.0819], [0.0286, -0.0228, 0.1181], [-0.0304, -0.0278, 0.0278], [-0.0030, 0.0409, 0.0109], [-0.0761, -0.0324, 0.0784], [0.0333, -0.0679, 0.0878], [0.0253, -0.0081, 0.0026], [-0.0167, -0.1266, -0.0707], [0.0389, -0.0426, 0.0309], [0.1183, -0.0061, 0.0964], [-0.0076, 0.1097, 0.0595], [0.0187, 0.0103, 0.0102], [-0.0386, 0.0082, -0.0114], [-0.0398, 0.1036, 0.0220], [-0.0708, 0.0085, 0.0039], [-0.1944, -0.0176, -0.2408], [-0.3850, -1.2950, 0.4652], [-0.2044, 0.4720, -0.1119], [0.1222, -0.0136, -0.0085], [0.0548, 0.0918, 0.4001], [-1.0264, -0.4889, -0.8672], [0.3916, 1.6414, 0.8761], [0.1999, -0.4486, -0.3686], [-0.0389, -0.1231, 0.1427], [0.3845, 0.1845, 0.0019], [0.3516, 0.2365, -0.0974], [0.1033, 0.0185, 0.0595], [0.0059, 0.0852, 0.0650], [0.0635, 0.0392, -0.0112], [0.0697, -0.0292, -0.1217], [0.0546, -0.1101, -0.0179], [0.0169, -0.0129, -0.0443], [-0.0370, -0.0193, 0.0046], [0.0112, -0.0437, -0.1002], [0.0903, -0.0744, -0.0176], [0.0221, -0.0017, 0.0114], [0.0907, 0.0738, 0.0440], [0.0559, -0.0089, 0.0112], [0.0561, -0.1011, 0.0474], [-0.0969, -0.0502, 0.0432], [0.0033, -0.0123, 0.0223], [-0.0158, 0.0198, -0.0324], [-0.1071, -0.0370, -0.0086], [-0.0360, 0.0144, -0.0680], [-0.2459, -0.0727, 0.1605], [-0.6284, 1.1645, -0.5598], [-0.0343, -0.5220, 0.0314], [0.0889, 0.0527, 0.0486], [0.2184, -0.0120, -0.3488], [-1.3587, -0.0146, 0.4712], [1.1735, -1.3035, -0.7714], [-0.0368, 0.4436, 0.4689], [-0.0291, 0.1400, -0.1184], [0.4061, -0.0438, 0.1331], [0.3620, -0.1171, 0.2310], [0.1149, 0.0239, -0.0188], [0.0547, -0.0721, -0.0601], [0.0638, -0.0174, 0.0326], [0.0090, 0.0341, 0.1376], [0.0040, 0.1211, 0.0379], [-0.0036, 0.0112, 0.0456], [-0.0374, 0.0057, -0.0181], [-0.0370, 0.0290, 0.0998], [0.0463, 0.0934, 0.0507], [0.0193, 0.0160, -0.0148], [0.1035, -0.0759, 0.0544], [0.0449, 0.0350, 0.0103], [0.0295, 0.1188, -0.0252], [-0.0918, 0.0231, -0.0717], [0.0117, 0.0173, -0.0191], [-0.0203, -0.0254, 0.0237], [-0.1059, 0.0001, -0.0307], [-0.0518, -0.0368, 0.0368], [0.0482, 0.4101, 0.1738], [0.8453, 0.4984, -1.0824], [-0.4308, 0.1372, 0.2838], [0.0421, -0.1084, 0.0188], [-0.2078, -0.1610, -0.3077], [0.4574, 1.2818, 0.3906], [-1.6757, -0.9328, -0.0065], [0.6055, -0.0125, 0.1496], [0.0611, 0.0325, -0.1634], [-0.0564, -0.3939, 0.1351], [-0.0455, -0.5204, 0.3031], [0.0182, -0.1442, -0.0332], [-0.1059, -0.0322, -0.0096], [-0.0275, -0.0960, 0.0436], [0.0880, -0.0277, 0.1060], [0.1302, -0.0268, -0.0245], [0.0334, -0.0056, 0.0270], [0.0040, 0.0437, -0.0195], [0.0798, 0.0214, 0.0737], [0.0966, -0.0694, -0.0052], [0.0033, -0.0215, -0.0236], [-0.0596, -0.0968, 0.0843], [0.0309, -0.0573, -0.0099], [0.0854, -0.0486, -0.0812], [0.0031, 0.0932, -0.0735], [0.0028, -0.0151, -0.0264], [-0.0052, 0.0025, 0.0080], [0.0151, 0.1315, -0.0224], [-0.0237, 0.0749, 0.0957]]
}

What did we get for M? Answer: 362.898 1008.322 g/mol, in the order shown.